Below is a cluster of 10 separate species, C31H66NO13 in total at a distorted geometry, with properties calculated with ωB97M-V/def2-TZVPD.

Output
largest force on an atom	12.41	eV/Å
Kohn-Sham gap	9.56	eV

```
! RIJCOSX wB97M-V def2-TZVPD def2/J DEFGRID3
* xyz 1 1
N -0.06002 0.28436 1.71746
H -0.56256 1.04861 1.22810
H -0.63900 -0.18886 2.37257
H 0.78203 0.78966 1.95782
H 0.31067 -0.56902 1.12161
O 1.53548 -0.23834 -4.09415
C 0.36015 -0.18164 -3.72161
O -0.71693 -0.66704 -4.28857
C -0.59488 -1.24479 -5.49594
C -1.96572 -1.87841 -5.73152
C 0.01811 0.68075 -2.46515
H 0.36897 -1.92236 -5.37270
H -0.52923 -0.34356 -6.29745
H -2.04077 -2.60482 -4.95747
H -1.95402 -2.16557 -6.78588
H -2.53509 -1.00675 -5.44927
H -1.09536 0.48554 -2.38564
H 0.68406 1.57298 -2.21462
H 0.52709 -0.10177 -1.80396
O 1.80079 2.75979 1.34459
C 2.63551 3.22180 0.49932
O 2.39682 4.00469 -0.54194
C 1.08021 4.51767 -0.75962
C 0.96004 5.12782 -2.14299
C 4.12605 2.87193 0.58088
H 0.87403 5.22946 0.16124
H 0.35534 3.68540 -0.86901
H 1.30506 4.39910 -2.89541
H 1.60469 6.15593 -2.12240
H -0.09224 5.38650 -2.36757
H 4.37157 2.29507 1.46148
H 4.86367 3.82810 0.71999
H 4.52854 2.54716 -0.40347
O 2.45746 -0.30016 0.15624
C 3.48544 -0.78645 0.34426
O 4.41670 -0.90737 -0.61243
C 4.25742 -0.57421 -2.02392
C 5.62953 -0.37056 -2.64013
C 4.10035 -1.37408 1.59807
H 3.74423 0.19355 -2.03898
H 3.55934 -1.06230 -2.60932
H 6.04163 -1.29088 -2.62636
H 6.05722 0.61878 -2.17353
H 5.47120 -0.06553 -3.64573
H 3.11771 -1.44861 2.38317
H 4.85723 -0.82231 2.03082
H 4.61073 -2.22110 1.50417
O 0.97286 -2.80440 1.51092
C 0.80350 -3.94598 1.03535
O 1.21414 -4.25351 -0.20457
C 1.84346 -3.32722 -1.14178
C 1.85827 -3.78065 -2.66793
C -0.03830 -4.94395 1.64468
H 2.88134 -3.24618 -0.75023
H 1.21646 -2.46100 -1.05632
H 2.25316 -4.64957 -2.54443
H 2.40367 -3.08410 -3.09203
H 0.95867 -3.90232 -3.14548
H 0.01803 -5.84938 0.86408
H -1.16878 -4.84923 1.61160
H 0.23630 -5.05355 2.65889
C -1.94811 -3.00313 -1.46489
C -2.35294 -1.57387 -1.12872
O -1.90126 -0.84434 -0.14809
C -3.40024 -0.87564 -2.05351
H -1.69659 -3.14236 -2.45664
H -2.81215 -3.73186 -1.10642
H -1.06552 -3.19428 -0.90631
H -4.29677 -1.23427 -1.83151
H -3.18489 -1.00101 -3.08855
H -3.40695 0.18984 -1.98457
C -2.89029 3.63081 -2.38376
C -2.38430 3.48677 -0.96013
O -1.83043 2.35227 -0.53227
C -2.42730 4.66429 0.03493
H -3.15050 4.64094 -2.87283
H -3.75164 2.98222 -2.46506
H -1.93329 3.13621 -2.97713
H -1.99751 5.51468 -0.55168
H -1.82864 4.65410 0.76217
H -3.57712 4.91914 0.28188
C 3.36557 2.10121 4.16879
C 2.30003 1.33768 4.95945
O 1.36878 0.72253 4.29376
C 2.35340 1.43458 6.47230
H 3.01269 2.94868 3.60326
H 3.76703 1.48079 3.35262
H 4.08241 2.20383 4.68488
H 1.90416 2.39740 6.89556
H 3.31466 1.35951 6.96430
H 1.76074 0.59449 6.83832
C -4.47730 3.18806 2.64223
C -3.67750 1.91319 2.29380
O -2.42355 1.74763 2.74633
C -4.25751 0.72798 1.54305
H -4.62677 3.65197 1.74478
H -4.22872 3.69761 3.46018
H -5.36856 2.86147 3.03040
H -3.64347 -0.04989 1.81198
H -4.31506 0.89807 0.50425
H -5.24087 0.55347 1.85940
C -3.87676 -3.50972 1.86808
C -3.06196 -3.34025 3.08392
O -2.21131 -2.19078 3.23674
C -3.03980 -4.47489 4.07537
H -3.81502 -2.61824 1.15418
H -4.87067 -3.54933 2.11940
H -3.41488 -4.58667 1.22404
H -2.58704 -5.31516 3.62600
H -3.81558 -4.92472 4.42670
H -2.40276 -4.04811 4.78121
*
```

These are the Löwdin partial charges, in e, on atoms 1 to 2:
1. N 0.294
2. H 0.101

---

Below is a structure of composition C2H5NOS at a distorted geometry, with properties calculated with ωB97M-V/def2-TZVPD.

Output
largest force on an atom	4.89	eV/Å
Kohn-Sham gap	9.42	eV

```
! RIJCOSX wB97M-V def2-TZVPD def2/J DEFGRID3
* xyz 0 1
C 0.33869 -0.23019 -0.16603
C -0.94284 -1.06137 -0.10905
N -0.11397 1.62590 -0.17955
O 2.69395 0.60913 0.02438
S 1.91635 -0.61105 -0.02252
H -1.45571 -0.73498 0.78562
H -1.38901 -0.97173 -1.05313
H -0.40537 -2.04227 -0.00453
H -1.06947 1.34789 0.14802
H 0.42738 2.06868 0.57679
*
```

These are the natural (NBO) partial charges, in e, on atoms 1 to 2:
1. C -0.152
2. C -0.684

---

Below is a structure of composition C9H15P3 at a distorted geometry, with properties calculated with ωB97M-V/def2-TZVPD.

Output
largest force on an atom	4.17	eV/Å
Kohn-Sham gap	7.83	eV

```
! RIJCOSX wB97M-V def2-TZVPD def2/J DEFGRID3
* xyz 0 1
C 0.79322 0.87619 0.60615
C -1.99931 -0.29609 1.52833
C 1.93388 1.33582 1.09669
C 0.31972 -1.80917 -0.68361
C 0.79298 -0.51022 -1.47855
C 1.06389 -2.07166 0.55768
C 0.36155 0.72035 -0.81751
C -3.14650 0.50458 1.05271
C 0.67791 1.88029 -1.78720
P -1.92703 -1.91328 2.06259
P 0.25422 -1.82638 2.21524
P -0.37669 0.38361 1.98490
H 2.72873 1.69218 0.41943
H 1.89684 1.60533 2.24807
H -0.70616 -1.70045 -0.52407
H 0.38849 -2.65853 -1.33839
H 1.87383 -0.56684 -1.65040
H 0.40262 -0.63626 -2.42947
H 1.55265 -3.02985 0.52123
H 1.85728 -1.30293 0.58392
H -0.67037 0.68110 -0.80365
H -3.06855 1.64519 1.33206
H -4.11252 0.07647 1.51134
H -3.22868 0.47568 -0.10572
H -0.00568 2.68226 -1.75927
H 0.73302 1.42567 -2.76022
H 1.61067 2.33696 -1.58226
*
```

These are the natural (NBO) partial charges, in e, on atoms 1 to 2:
1. C -0.252
2. C -0.697

---

Below is an isolated molecule of C3H6N2O2, with properties calculated with ωB97M-V/def2-TZVPD.

Output
structure (SMILES)	[H]/N=C/O[C@@]1(N)CO1
largest force on an atom	0.43	eV/Å
Kohn-Sham gap	11.02	eV

```
! RIJCOSX wB97M-V def2-TZVPD def2/J DEFGRID3
* xyz 0 1
N -2.16976 -0.07050 0.11268
C -0.76716 -0.13288 0.16617
O -0.17074 0.77377 -0.72020
C -0.06666 -1.35245 0.54743
O -0.12451 -0.20946 1.41998
C 1.12572 1.10233 -0.41619
N 2.03627 0.82880 -1.24147
H -2.51137 0.78559 -0.30477
H -2.57468 -0.87459 -0.34178
H 0.90528 -1.56527 0.09991
H -0.62597 -2.21574 0.90346
H 1.23950 1.59712 0.55134
H 2.92856 1.16582 -0.88202
*
```

These are the natural (NBO) partial charges, in e, on atoms 1 to 2:
1. N -0.833
2. C 0.599